This record from the Open Molecules 2025 dataset describes a cluster of 2 separate species, C3H11N2O in total in a non-equilibrium geometry. The level of theory is ωB97M-V/def2-TZVPD.

XYZ file:
```
17
Properties=species:S:1:pos:R:3:mulliken_charge:R:1
H 1.503 -1.439 -0.754 0.274
H -1.018 -0.129 -1.116 0.352
H 1.508 -1.942 0.966 0.424
N 0.315 0.846 1.006 -0.230
H -2.394 -0.081 1.481 0.195
O 0.747 1.168 -1.617 -0.571
N -2.202 0.071 0.520 -0.536
C 0.271 -0.304 0.454 0.510
H 0.607 2.122 -1.641 0.289
H -3.000 0.095 -0.069 0.204
C 1.512 -1.112 0.351 -1.343
H 1.086 1.046 1.643 0.257
C -1.070 -0.573 -0.144 -0.241
H 1.248 1.155 -2.494 0.292
H -1.070 -1.646 -0.331 0.355
H 2.463 -0.727 0.653 0.443
H -0.505 1.449 1.093 0.327
```

Results
Kohn-Sham gap (eV): 9.882
Relative energy (zero: lowest compared OMol25 entry of this formula, charge and spin) (eV): 1.687
Net charge: +1